Computed, not measured: a single C4H7IO2S molecule, with wB97M-V/def2-TZVPD.

Summary:
LUMO = 0.276 eV
orbital gap = 8.87 eV
SMILES = C=[S@@]1(=O)CC[C@@H](I)O1
HOMO = -8.5931 eV
energy relative to the best compared isomer or geometry (same formula, charge and spin) = 306.6 kJ/mol

Structure (ORCA input):
```
! wB97M-V def2-TZVPD RIJCOSX def2/J DEFGRID3
* xyz 0 1
C -0.962 1.069 1.993
C 0.603 -1.094 -0.823
C 1.239 -0.200 0.072
C -0.729 -0.489 -1.256
O -1.212 0.421 -0.304
O 0.372 2.308 0.030
S -0.025 1.074 0.653
I -2.273 -1.915 -1.669
H -0.788 1.939 2.542
H -1.024 0.194 2.544
H 1.184 -1.186 -1.737
H 0.468 -2.023 -0.402
H 1.768 -0.512 0.875
H 1.953 0.389 -0.377
H -0.575 0.024 -2.140
*
```

---

Computed, not measured: a molecular structure, C39H37BF11HgN3OPS3Se2, with wB97M-V/def2-TZVPD.

Summary:
LUMO (spin up / spin down) = 3.655 / 3.654 eV
orbital gap (spin up / spin down) = 3.92 / 5.78 eV
HOMO (spin up / spin down) = -0.2700 / -2.1233 eV

Structure (ORCA input):
```
! wB97M-V def2-TZVPD RIJCOSX def2/J DEFGRID3
* xyz -2 2
Hg -0.238 -0.891 -1.258
C -1.666 -3.206 -4.599
Se -3.015 -2.755 -3.274
C -2.660 -4.252 -2.042
C -3.648 -4.365 -0.897
Se -3.582 -2.927 0.443
C -4.940 -1.779 -0.346
H -1.432 -2.285 -5.126
H -2.042 -3.960 -5.288
H -0.778 -3.562 -4.080
H -1.646 -4.099 -1.672
H -2.690 -5.171 -2.634
H -3.434 -5.280 -0.342
H -4.681 -4.388 -1.247
H -5.898 -2.297 -0.358
H -4.622 -1.499 -1.346
H -4.992 -0.881 0.265
S -0.265 -0.005 -3.679
C -1.402 1.324 -3.591
C -1.482 2.154 -4.718
C -2.375 3.208 -4.802
C -3.195 3.496 -3.719
C -3.107 2.711 -2.582
C -2.250 1.605 -2.498
S -2.362 0.632 -1.043
H -0.823 1.934 -5.549
H -2.426 3.800 -5.709
H -3.900 4.319 -3.765
H -3.732 2.924 -1.721
N 7.064 -3.996 -2.408
C 5.950 -4.054 -3.250
S 6.059 -5.057 -4.610
C 4.828 -3.236 -2.948
C 4.840 -2.287 -1.888
C 3.719 -1.530 -1.634
N 2.579 -1.603 -2.327
C 2.563 -2.482 -3.344
C 3.619 -3.292 -3.689
H 7.741 -4.710 -2.619
H 6.896 -3.855 -1.423
H 5.727 -2.141 -1.284
H 3.725 -0.809 -0.821
H 1.643 -2.501 -3.922
H 3.529 -3.981 -4.515
F -6.631 1.019 4.098
C -5.691 0.109 4.437
F -6.233 -1.102 4.215
F -5.564 0.211 5.791
C -4.390 0.321 3.740
C -3.586 -0.768 3.419
C -2.356 -0.556 2.826
C -1.913 0.734 2.525
C -2.735 1.812 2.847
C -3.958 1.612 3.464
P -0.319 0.829 1.610
C -0.076 2.637 1.454
C -0.893 3.316 0.540
C -0.576 4.591 0.114
C 0.551 5.232 0.622
C 1.355 4.585 1.551
C 1.047 3.296 1.951
C 0.923 6.569 0.082
F 1.476 6.490 -1.152
F 1.829 7.224 0.847
F -0.132 7.404 -0.044
C 0.816 0.333 2.971
C 1.853 -0.540 2.624
C 2.644 -1.136 3.587
C 2.411 -0.863 4.934
C 1.377 -0.007 5.298
C 0.584 0.577 4.328
C 3.232 -1.542 5.973
F 4.501 -1.768 5.572
F 2.742 -2.754 6.330
F 3.322 -0.836 7.124
H -3.930 -1.775 3.616
H -1.726 -1.402 2.576
H -2.415 2.817 2.606
H -4.577 2.458 3.733
H -1.750 2.802 0.123
H -1.184 5.082 -0.636
H 2.227 5.088 1.948
H 1.696 2.787 2.653
H 2.011 -0.755 1.575
H 3.427 -1.827 3.304
H 1.197 0.196 6.346
H -0.227 1.233 4.618
F 1.643 -3.060 0.281
B 0.370 -2.710 0.024
F -0.437 -3.546 0.721
C 2.586 2.191 -2.012
C 2.650 1.548 -0.659
N 3.809 1.677 0.040
O 1.696 0.950 -0.186
H 3.465 2.790 -2.246
H 1.689 2.809 -2.052
H 2.455 1.397 -2.752
H 4.647 2.050 -0.365
H 3.871 1.200 0.924
*
```

---

Computed, not measured: 2 unconnected molecules or ions with the total composition C21H27BIN5O21PS4, with wB97M-V/def2-TZVPD.

Summary:
LUMO = 0.040 eV
orbital gap = 7.43 eV
HOMO = -7.3871 eV

Structure (ORCA input):
```
! wB97M-V def2-TZVPD RIJCOSX def2/J DEFGRID3
* xyz -1 1
C 2.430 3.226 2.154
S 0.766 2.565 1.811
O 0.346 3.033 0.427
O -0.110 3.419 2.731
C 0.440 0.699 2.060
C -1.160 0.760 2.044
C -2.065 -0.517 2.171
S -3.843 0.153 2.211
C -4.979 -1.128 1.554
N -6.405 -0.970 1.326
N -6.775 -2.207 0.880
C -5.660 -3.105 0.824
O -4.476 -2.416 1.255
C 1.175 -0.260 0.997
C 0.323 -0.505 -0.383
C 0.536 0.443 -1.626
C 1.451 -0.211 -2.827
S 0.724 0.127 -4.517
O -0.102 -1.031 -5.032
O 1.908 0.287 -5.457
O -0.156 1.544 -4.488
P 2.794 0.522 0.272
N 3.994 0.645 1.326
C 1.684 -1.734 1.555
O 0.574 -2.722 1.403
C 2.687 -2.481 0.538
C 4.262 -2.393 0.667
N 4.971 -3.137 -0.182
C 1.926 -1.887 3.117
C 0.739 -2.682 3.923
O 0.896 -2.530 5.390
N 0.465 -3.725 5.937
O 1.406 -4.408 6.199
C 3.241 -2.697 3.626
C 3.360 -4.213 3.252
O 2.619 -4.959 2.599
I 5.211 -5.199 3.975
O 2.082 -0.674 3.913
S 0.854 0.405 3.858
O 1.394 1.639 4.575
O -0.368 0.097 4.717
H 2.410 4.253 2.680
H 3.068 2.558 2.847
H 3.073 3.391 1.208
H -1.456 1.317 1.072
H -1.573 1.438 2.887
H -2.091 -1.263 1.312
H -2.004 -1.108 3.153
H -5.685 -4.207 0.517
H 0.497 -1.569 -0.809
H -0.817 -0.548 -0.199
H 0.874 1.510 -1.501
H -0.494 0.538 -2.157
H 2.444 0.345 -2.795
H 1.590 -1.345 -2.671
H 0.457 2.228 -4.111
H 2.564 1.860 -0.224
H 3.310 -0.220 -0.837
H 3.665 0.258 2.219
H -0.298 -2.300 1.457
H 2.493 -3.622 0.472
H 2.495 -2.162 -0.560
H 4.893 -1.755 1.361
H 4.309 -3.664 -0.798
H 0.709 -3.793 3.714
H -0.299 -2.258 3.718
H 4.136 -2.030 3.315
H 3.320 -2.649 4.782
B -3.905 4.079 -6.063
O -2.519 4.443 -5.717
C -2.299 4.016 -4.476
O -1.255 4.154 -3.883
C -3.507 3.363 -3.958
O -3.634 2.868 -2.863
O -4.464 3.393 -4.885
O -4.695 5.274 -6.401
C -5.140 5.112 -7.648
O -5.824 5.914 -8.237
C -4.670 3.825 -8.174
O -4.897 3.380 -9.272
O -3.939 3.204 -7.247
*
```

---

Computed, not measured: a molecular structure, C27H30BrCl2IrN4O5, with wB97M-V/def2-TZVPD.

Summary:
LUMO = -6.311 eV
orbital gap = 5.51 eV
HOMO = -11.8220 eV

Structure (ORCA input):
```
! wB97M-V def2-TZVPD RIJCOSX def2/J DEFGRID3
* xyz 2 1
Ir -1.372 0.722 -0.372
C -6.723 0.115 -0.410
N -5.537 0.920 -0.112
C -5.802 2.313 0.266
C -4.309 0.501 -0.298
O -3.324 1.270 -0.156
C -4.005 -0.925 -0.697
O -2.600 -1.172 -0.551
C -2.249 -2.168 0.421
C -1.465 -1.512 1.549
O -1.289 -0.271 1.534
N -1.023 -2.277 2.521
C -0.259 -1.715 3.640
C -1.214 -3.730 2.505
H -7.425 0.203 0.416
H -6.476 -0.933 -0.548
H -7.197 0.487 -1.318
H -6.587 2.314 1.019
H -6.140 2.872 -0.606
H -4.903 2.767 0.669
H -4.268 -1.081 -1.746
H -4.575 -1.626 -0.093
H -1.665 -2.944 -0.073
H -3.150 -2.626 0.830
H -0.217 -0.636 3.548
H 0.752 -2.119 3.623
H -0.748 -1.991 4.573
H -0.656 -4.193 1.691
H -2.269 -3.994 2.427
H -0.840 -4.127 3.443
Br 0.454 -1.793 -1.911
C -0.215 -0.393 -2.978
C 0.243 -0.302 -4.281
C -0.255 0.699 -5.095
C -1.222 1.563 -4.596
C -1.635 1.401 -3.295
N -1.136 0.441 -2.480
H 0.977 -1.011 -4.635
H 0.100 0.795 -6.112
H -1.641 2.355 -5.200
H -2.389 2.043 -2.862
Cl 3.228 -0.967 2.651
C 3.944 -1.569 1.188
C 4.477 -2.849 1.204
C 4.953 -3.413 0.033
C 4.880 -2.704 -1.156
C 4.384 -1.415 -1.144
Cl 4.255 -0.554 -2.650
C 3.936 -0.787 0.027
N 3.443 0.514 -0.046
C 3.705 1.581 0.804
C 4.782 1.555 1.691
C 5.049 2.634 2.510
C 4.263 3.777 2.455
C 3.221 3.827 1.547
C 2.929 2.748 0.719
C 1.873 2.943 -0.356
C 0.684 2.056 -0.281
O -0.508 2.490 -0.070
O 0.689 0.803 -0.502
H 4.497 -3.398 2.134
H 5.369 -4.411 0.043
H 5.224 -3.133 -2.085
H 2.756 0.649 -0.767
H 5.425 0.685 1.720
H 5.889 2.586 3.190
H 4.474 4.626 3.089
H 2.625 4.728 1.465
H 2.311 2.794 -1.352
H 1.498 3.964 -0.314
*
```

---

Computed, not measured: a molecular structure, C35H55NO2P2W, with wB97M-V/def2-TZVPD.

Summary:
LUMO (spin up / spin down) = -6.647 / -6.617 eV
orbital gap (spin up / spin down) = 6.16 / 6.17 eV
HOMO (spin up / spin down) = -12.8057 / -12.7865 eV

Structure (ORCA input):
```
! wB97M-V def2-TZVPD RIJCOSX def2/J DEFGRID3
* xyz 2 1
W 0.168 -0.734 -0.915
C -0.089 -2.503 -2.458
C -0.038 -3.168 -1.200
C 1.207 -2.901 -0.606
C 1.950 -2.073 -1.483
C 1.150 -1.833 -2.652
H -0.806 -2.699 -3.238
H -0.746 -3.893 -0.834
H 1.585 -3.353 0.297
H 2.999 -1.858 -1.359
H 1.509 -1.481 -3.603
C -3.484 -2.103 -1.918
C -3.244 -2.403 -0.430
C -4.588 -2.751 0.216
P -2.162 -1.067 0.338
C -3.305 0.068 1.322
C -3.670 -0.455 2.711
C -4.562 0.491 0.539
C -1.243 -1.957 1.641
C -1.762 -3.014 2.384
C -1.007 -3.682 3.339
C -1.585 -4.812 4.141
C 0.320 -3.289 3.501
C 0.858 -2.250 2.766
C 0.082 -1.541 1.843
N 0.604 -0.489 1.041
C 1.616 0.340 1.570
C 1.814 0.517 2.945
C 2.883 1.246 3.427
C 3.811 1.827 2.567
C 5.020 2.557 3.075
C 3.551 1.742 1.205
C 2.453 1.051 0.695
P 2.004 1.059 -1.065
C 3.656 0.794 -1.941
C 3.528 0.136 -3.327
C 4.525 2.049 -2.108
C 1.433 2.801 -1.428
C 2.145 3.970 -0.753
C 1.273 3.009 -2.937
H -3.767 -3.015 -2.446
H -2.598 -1.690 -2.395
H -4.305 -1.394 -2.042
H -2.614 -3.289 -0.347
H -5.347 -2.006 -0.006
H -4.536 -2.886 1.293
H -4.930 -3.695 -0.213
H -2.682 0.943 1.489
H -4.302 -1.339 2.676
H -4.233 0.328 3.223
H -2.788 -0.674 3.310
H -5.442 -0.022 0.919
H -4.504 0.281 -0.529
H -4.743 1.560 0.657
H -2.783 -3.333 2.216
H -2.668 -4.856 4.049
H -1.328 -4.709 5.195
H -1.174 -5.764 3.800
H 0.946 -3.817 4.210
H 1.903 -2.002 2.885
H 1.120 0.077 3.647
H 3.010 1.355 4.497
H 5.321 2.190 4.055
H 4.813 3.625 3.172
H 5.858 2.445 2.389
H 4.238 2.232 0.532
H 4.182 0.119 -1.261
H 2.655 0.504 -3.870
H 3.495 -0.948 -3.279
H 4.405 0.387 -3.923
H 4.196 2.652 -2.952
H 5.542 1.719 -2.323
H 4.575 2.685 -1.232
H 0.437 2.754 -0.993
H 3.086 4.227 -1.232
H 2.322 3.789 0.306
H 1.500 4.848 -0.833
H 2.226 3.211 -3.420
H 0.630 3.871 -3.124
H 0.822 2.138 -3.414
C -1.148 0.447 -3.736
O -1.019 0.849 -2.362
C -2.173 1.593 -1.954
C -1.819 2.594 -0.880
O -0.959 1.988 0.055
C -0.615 2.876 1.115
H -1.232 1.330 -4.371
H -2.034 -0.175 -3.876
H -0.254 -0.106 -4.007
H -2.943 0.892 -1.628
H -2.553 2.162 -2.804
H -2.741 2.940 -0.400
H -1.332 3.470 -1.325
H -1.512 3.321 1.557
H 0.037 3.680 0.762
H -0.093 2.291 1.865
*
```

---

Computed, not measured: a single C16H32N4O4S molecule, with wB97M-V/def2-TZVPD.

Summary:
LUMO = 0.593 eV
orbital gap = 9.17 eV
SMILES = CCN(CC)S(=O)(=O)N1CCC(C(=O)NCCN2CCOCC2)CC1
HOMO = -8.5805 eV
energy relative to the best compared isomer or geometry (same formula, charge and spin) = 0.4 kJ/mol

Structure (ORCA input):
```
! wB97M-V def2-TZVPD RIJCOSX def2/J DEFGRID3
* xyz 0 1
C -2.265 -4.000 -0.453
H -1.436 -4.320 0.171
H -2.250 -4.568 -1.379
H -3.197 -4.210 0.065
C -2.134 -2.513 -0.767
N -1.953 -1.723 0.432
S -0.994 -0.387 0.339
O 0.043 -0.681 -0.608
O -0.614 -0.049 1.676
N -1.974 0.820 -0.277
C -2.192 2.012 0.534
C -1.899 3.298 -0.237
H -1.830 4.126 0.469
H -2.712 3.513 -0.934
C -0.576 3.183 -1.010
C 0.535 3.180 0.049
O 0.793 4.222 0.627
N 1.149 2.022 0.329
H 0.924 1.150 -0.124
C 2.085 1.909 1.425
H 1.641 1.278 2.201
C 3.418 1.332 0.950
N 3.249 0.055 0.282
C 4.420 -0.321 -0.489
C 4.114 -1.603 -1.262
H 3.276 -1.411 -1.949
O 3.783 -2.657 -0.391
C 2.659 -2.302 0.385
C 2.902 -1.026 1.190
H 3.709 -1.199 1.927
H 1.981 -0.777 1.716
H 1.789 -2.137 -0.265
H 2.469 -3.145 1.052
H 4.988 -1.933 -1.829
H 5.298 -0.493 0.161
H 4.656 0.480 -1.193
H 4.104 1.261 1.814
H 3.855 2.025 0.225
H 2.238 2.914 1.825
C -0.636 2.012 -2.003
C -1.805 1.067 -1.693
H -2.745 1.481 -2.070
H -1.641 0.101 -2.169
H 0.295 1.445 -1.994
H -0.772 2.396 -3.015
H -0.432 4.121 -1.557
H -3.234 2.014 0.879
H -1.545 1.935 1.409
C -3.035 -1.639 1.390
C -4.356 -1.133 0.813
H -4.800 -1.871 0.149
H -5.054 -0.941 1.623
H -4.195 -0.213 0.259
H -2.676 -0.957 2.162
H -3.175 -2.625 1.841
H -1.235 -2.346 -1.360
H -3.004 -2.171 -1.342
*
```

---

Computed, not measured: a molecular structure, C5H15BrN4O, with wB97M-V/def2-TZVPD.

Summary:
LUMO = -8.794 eV
orbital gap = 7.84 eV
HOMO = -16.6382 eV
energy relative to the best compared isomer or geometry (same formula, charge and spin) = 58.5 kJ/mol

Structure (ORCA input):
```
! wB97M-V def2-TZVPD RIJCOSX def2/J DEFGRID3
* xyz 2 1
C -0.503 0.294 0.185
C -2.017 -2.318 -1.518
C -1.470 -1.877 -0.188
C 0.160 2.746 0.355
C 1.519 3.292 -0.068
N 2.177 0.149 1.524
N -0.589 -0.736 -0.569
N 2.556 -0.147 2.673
N 0.151 -0.900 -1.689
O 0.131 1.389 -0.324
Br 3.062 2.217 0.697
H -1.040 0.489 1.092
H -2.566 -3.232 -1.387
H -2.743 -1.565 -1.848
H -1.226 -2.654 -2.194
H -2.166 -1.396 0.596
H -0.869 -2.583 0.373
H -0.436 3.509 -0.257
H -0.059 2.641 1.379
H 1.610 4.309 0.157
H 1.642 3.286 -1.156
H 2.645 -0.263 0.781
H 3.520 -0.473 2.830
H 1.993 0.292 3.472
H -0.132 -1.646 -2.381
H 0.606 -0.136 -2.256
*
```

---

Computed, not measured: a single C7H15NO2 molecule, with wB97M-V/def2-TZVPD.

Summary:
LUMO = 0.767 eV
orbital gap = 10.31 eV
SMILES = C[C@H]([C@@H](C)O)[C@@H](C)C(N)=O
HOMO = -9.5410 eV
energy relative to the best compared isomer or geometry (same formula, charge and spin) = 31.7 kJ/mol

Structure (ORCA input):
```
! wB97M-V def2-TZVPD RIJCOSX def2/J DEFGRID3
* xyz 0 1
C 0.312 -0.007 2.477
C 1.177 -0.050 1.225
O 2.287 -0.921 1.401
C 0.414 -0.399 -0.071
C -0.223 -1.788 -0.026
C -0.635 0.676 -0.438
C -0.041 2.069 -0.685
C -1.461 0.251 -1.643
N -0.806 -0.040 -2.781
H -0.241 -0.949 2.613
H 0.944 0.152 3.360
H -0.418 0.812 2.430
H 1.637 0.938 1.084
H 1.995 -1.733 1.824
H 1.186 -0.405 -0.859
H 0.393 -2.497 0.545
H -1.224 -1.758 0.428
H -0.328 -2.204 -1.037
H -1.368 0.742 0.378
H 0.930 2.010 -1.198
H -0.718 2.676 -1.301
H 0.108 2.604 0.261
O -2.684 0.085 -1.606
H 0.118 0.343 -2.924
H -1.351 -0.608 -3.456
*
```

---

Computed, not measured: a molecular structure, C6H18O6Tl, with wB97M-V/def2-TZVPD.

Summary:
LUMO = -17.412 eV
orbital gap = 2.61 eV
HOMO = -20.0248 eV
energy relative to the best compared isomer or geometry (same formula, charge and spin) = 240.3 kJ/mol

Structure (ORCA input):
```
! wB97M-V def2-TZVPD RIJCOSX def2/J DEFGRID3
* xyz 3 1
Tl 1.028 0.814 -0.480
C -1.598 2.788 -2.227
C -0.315 3.340 -2.812
O 0.638 2.295 -2.960
O -1.320 2.533 -0.844
H -2.032 1.889 -2.674
H -2.353 3.592 -2.289
H 0.078 4.098 -2.134
H -0.490 3.790 -3.791
H 0.693 2.024 -3.892
H -2.156 2.242 -0.436
C -2.234 -0.194 2.116
C -1.774 -1.046 3.267
O -0.947 -0.320 4.106
O -1.364 -0.239 0.949
H -2.383 0.829 2.474
H -3.223 -0.500 1.751
H -1.275 -1.971 2.890
H -2.659 -1.466 3.795
H -0.803 -0.863 4.914
H -1.919 -0.575 0.232
C 2.109 -2.801 -0.611
C 3.375 -2.251 0.022
O 3.407 -0.847 -0.053
O 0.992 -2.103 -0.100
H 2.128 -3.880 -0.431
H 2.164 -2.658 -1.705
H 4.283 -2.662 -0.449
H 3.413 -2.596 1.076
H 4.280 -0.539 0.262
H 0.256 -2.723 0.034
*
```

---

Calculated total energy readings, ordered: -1002.825586, -9363.746324, -4926.598930, -5240.325784, -2321.163869, -1547.032040, -3066.996167, -480.973411, -861.950773 hartree
Max |F| readings, ordered: 0.0686, 0.0211, 0.1731, 0.0491, 0.0310, 0.0228, 0.0762, 0.0381, 0.0216 Eh/bohr